Entry 1:
Entry from the Open Molecules 2025 dataset: C42H51BrN6O8P2W as an isolated structure (ωB97M-V with the def2-TZVPD basis set).

Summary:
**LUMO level (spin up / spin down)**: -5.8 / -5.9 eV
**Kohn-Sham gap (spin up / spin down)**: 6.150 / 6.398 eV
**Strongest force on any atom**: 0.6 eV/A
**Calculated total energy**: -160143.048 eV
**Net charge**: +2
**<S²>**: 2.0196
**Spin multiplicity**: 3

Each line ends with the Mulliken charge.
Positions of all 111 atoms, in Å:
W 0.79861 -0.23558 -0.86077  1.45
C 2.38642 -4.17904 -2.00458  -2.24
C 1.76057 -2.82840 -1.92942  1.29
N 1.46847 -2.23828 -0.82985  2.32
N 1.65970 -2.81797 0.39426  -1.44
C 1.25716 -2.01352 1.35193  -0.39
O 0.69312 -0.85032 1.12554  -0.38
C 1.43233 -2.42535 2.74977  0.46
C 0.80926 -1.70153 3.76493  -0.25
C 0.94947 -2.09274 5.08535  -1.03
C 1.72211 -3.20378 5.39863  -0.50
C 2.35432 -3.92128 4.39070  -0.93
C 2.21083 -3.53751 3.06917  -0.18
C 1.47820 -2.04236 -3.14058  0.41
C 1.63898 -2.56084 -4.41387  -0.90
C 1.36326 -1.77452 -5.52071  -0.61
C 0.93278 -0.47173 -5.33039  -1.05
C 0.79398 -0.00916 -4.03649  0.01
N 1.05420 -0.76480 -2.96659  0.01
H 2.54982 -4.56988 -1.00570  0.28
H 3.34577 -4.11186 -2.52128  0.55
H 1.75410 -4.87340 -2.56103  0.49
H 0.22254 -0.82739 3.51397  0.45
H 0.46314 -1.53162 5.87183  0.47
H 1.83772 -3.50741 6.43043  0.43
H 2.96444 -4.77915 4.63880  0.46
H 2.70169 -4.08851 2.27872  0.47
H 1.98187 -3.57788 -4.53884  0.55
H 1.48813 -2.17242 -6.51849  0.48
H 0.71619 0.17918 -6.16472  0.48
H 0.47652 1.00579 -3.83251  0.47
C -2.19710 1.91178 3.47567  -1.50
C -1.60921 2.57601 2.25302  0.59
C -0.13860 2.29937 2.05193  -0.35
O -2.40976 2.17126 1.06487  -0.35
P -2.22437 0.97989 0.10255  -1.06
O -0.88468 0.98225 -0.59888  0.82
C -2.41563 -0.58798 0.93882  0.35
P -2.08776 -1.93860 -0.20949  0.53
O -0.92453 -1.56247 -1.09657  -0.78
O -3.28317 -2.17799 -1.16778  0.10
C -4.72323 -2.49768 -1.04862  0.78
C -5.43368 -1.56816 -0.09099  -1.23
C -4.92272 -3.95327 -0.70283  -1.59
O -1.84470 -3.11603 0.77360  -0.63
C -1.73487 -4.57528 0.52124  0.68
C -0.95978 -5.13549 1.68823  -1.38
C -1.08967 -4.86199 -0.81485  -0.97
O -3.39895 1.06244 -0.90656  -0.09
C -3.32029 1.68076 -2.24894  1.57
C -3.51347 3.17280 -2.10548  -1.41
C -4.37493 0.99271 -3.08011  -1.35
H -1.73694 2.34413 4.36440  0.46
H -1.99584 0.83820 3.48563  0.18
H -3.27190 2.07724 3.53375  0.41
H -1.79067 3.64818 2.28835  0.49
H 0.07657 1.22735 2.01628  -0.38
H 0.39823 2.72485 2.89981  0.63
H 0.23756 2.77384 1.14511  -0.11
H -3.39118 -0.68218 1.41113  1.14
H -1.63570 -0.64647 1.70393  -0.84
H -5.06411 -2.31222 -2.06588  0.29
H -5.19559 -1.81355 0.94640  0.32
H -6.50840 -1.70077 -0.21383  0.54
H -5.19902 -0.52476 -0.29543  0.16
H -4.65996 -4.14618 0.33752  0.27
H -4.34716 -4.60379 -1.36029  0.35
H -5.97753 -4.19924 -0.82559  0.56
H -2.75712 -4.94429 0.53662  0.19
H 0.08002 -4.81020 1.64674  0.17
H -0.98876 -6.22442 1.64671  0.47
H -1.39434 -4.81719 2.63502  0.39
H -0.05941 -4.51246 -0.80178  -0.08
H -1.62928 -4.40102 -1.64381  0.34
H -1.08614 -5.94062 -0.97360  0.59
H -2.32427 1.45136 -2.63499  -0.46
H -4.49458 3.38892 -1.68280  0.39
H -3.44624 3.64667 -3.08494  0.42
H -2.75580 3.61154 -1.45383  0.28
H -5.36463 1.16729 -2.65699  0.35
H -4.18674 -0.07934 -3.12918  0.21
H -4.36124 1.39594 -4.09269  0.46
Br 0.60500 5.52682 4.06698  -0.12
C 2.02093 5.52496 2.80692  -0.03
C 2.09020 6.53796 1.86437  -0.66
C 3.13754 6.54264 0.95624  -0.27
C 4.07183 5.51574 0.96531  0.03
C 4.01710 4.52844 1.94383  -0.18
C 2.98876 4.53472 2.87339  -0.33
N 5.15102 5.60716 0.01435  -0.38
N 5.48509 4.65211 -0.69774  -0.48
C 4.78005 3.40178 -0.66688  0.02
C 5.47764 2.25131 -0.41040  -0.57
C 4.84820 0.99019 -0.37172  -0.47
C 3.50112 0.90540 -0.60559  0.22
O 2.78477 -0.21775 -0.60052  -0.63
C 2.78982 2.06848 -0.95419  -0.44
N 1.46840 1.85728 -1.23433  0.29
C 0.76054 2.89291 -1.66483  -0.04
C 1.30665 4.16783 -1.82420  -1.19
C 2.61963 4.39774 -1.49725  -0.66
C 3.40648 3.32825 -1.02599  0.83
H 1.35602 7.33143 1.85912  0.48
H 3.23982 7.34914 0.24111  0.50
H 4.79097 3.77666 2.00235  0.50
H 2.95290 3.78551 3.65231  0.55
H 6.53889 2.32343 -0.20835  0.48
H 5.41449 0.09775 -0.14291  0.59
H -0.28090 2.70979 -1.88725  0.26
H 0.68000 4.96412 -2.19976  0.53
H 3.05260 5.38037 -1.62317  0.68

Force components x, y, z for each atom (eV/Å):
W -0.34 -0.51 -0.06
C -0.06 0.00 -0.01
C 0.21 -0.22 0.22
N 0.14 0.03 0.03
N -0.01 -0.03 0.06
C 0.08 0.11 -0.28
O -0.04 0.09 -0.14
C -0.08 -0.04 0.08
C 0.01 0.02 -0.02
C 0.01 -0.03 0.01
C -0.01 0.02 -0.02
C 0.01 -0.01 0.02
C -0.02 -0.02 -0.02
C 0.00 0.23 -0.37
C 0.04 -0.17 0.08
C -0.04 0.14 -0.03
C 0.03 -0.12 -0.06
C -0.02 0.08 0.12
N 0.05 0.12 0.17
H -0.01 0.01 0.02
H -0.01 0.00 -0.01
H 0.00 0.01 -0.02
H 0.00 0.00 0.01
H 0.00 0.00 0.00
H 0.00 0.00 0.00
H 0.00 0.00 0.00
H 0.00 0.01 0.01
H 0.00 0.01 0.01
H 0.01 -0.01 0.00
H 0.00 0.02 0.01
H 0.00 -0.01 -0.02
C 0.01 0.01 -0.01
C -0.01 0.01 0.03
C 0.02 -0.01 0.04
O -0.04 0.02 0.02
P 0.09 -0.08 0.08
O 0.07 0.17 0.05
C 0.01 0.03 -0.03
P -0.08 0.01 0.05
O -0.12 0.00 0.10
O -0.01 -0.04 -0.03
C -0.06 -0.02 0.02
C 0.05 0.01 -0.01
C 0.03 0.01 -0.01
O -0.04 0.00 -0.13
C 0.05 -0.07 0.04
C 0.02 0.02 0.00
C -0.01 0.04 0.04
O 0.01 -0.05 -0.07
C -0.03 0.05 0.05
C -0.01 -0.03 0.01
C 0.00 0.03 0.02
H 0.00 0.00 0.01
H -0.01 0.01 0.01
H 0.01 0.00 0.00
H 0.01 0.00 -0.01
H 0.00 0.08 0.02
H 0.02 0.00 0.01
H 0.01 0.01 0.02
H -0.02 0.03 0.00
H -0.01 -0.01 -0.01
H 0.02 0.02 0.00
H -0.02 0.01 0.00
H 0.00 -0.02 0.00
H -0.01 -0.01 0.01
H -0.01 -0.01 0.01
H 0.01 0.00 0.00
H 0.00 0.00 -0.01
H -0.02 0.04 0.01
H -0.01 0.01 0.01
H 0.01 -0.01 -0.01
H -0.01 -0.01 0.00
H 0.04 0.02 -0.04
H 0.01 0.00 -0.01
H 0.00 0.00 0.00
H 0.00 -0.03 0.01
H 0.00 0.01 -0.01
H 0.00 0.01 0.00
H 0.00 0.01 -0.01
H 0.00 0.00 -0.01
H 0.00 -0.01 -0.01
H 0.00 -0.01 0.00
Br 0.00 -0.02 -0.03
C -0.05 0.01 0.04
C 0.02 0.00 -0.01
C 0.02 0.02 -0.01
C 0.11 -0.11 0.08
C -0.01 0.03 0.00
C 0.03 0.00 -0.03
N -0.14 -0.04 -0.14
N 0.14 0.09 0.15
C -0.17 0.04 -0.05
C 0.01 0.00 0.02
C 0.03 0.04 0.12
C -0.03 0.00 -0.15
O 0.00 0.10 0.14
C -0.01 -0.02 0.01
N 0.13 0.00 -0.16
C -0.10 -0.11 -0.01
C 0.07 0.09 0.01
C -0.05 -0.08 -0.02
C 0.03 0.00 0.00
H -0.01 -0.01 -0.01
H 0.01 0.00 -0.01
H 0.00 -0.04 0.00
H 0.00 0.00 0.01
H 0.00 0.01 0.00
H 0.01 0.01 -0.01
H 0.02 0.03 0.01
H -0.01 -0.01 0.00
H 0.00 0.00 -0.01

Entry 2:
Entry from the Open Molecules 2025 dataset: C42H51ClN4PSeSi2Sn as an isolated structure (ωB97M-V with the def2-TZVPD basis set).

Summary:
**LUMO level**: -2.5 eV
**Kohn-Sham gap**: 6.106 eV
**Strongest force on any atom**: 0.5 eV/A
**Calculated total energy**: -159082.448 eV
**Net charge**: +1

Each line ends with the Mulliken charge.
Positions of all 103 atoms, in Å:
Sn -0.46795 1.04905 0.34536  -0.90
Cl 0.54698 1.83341 3.57573  -0.15
C 2.17824 1.24972 3.63280  1.27
C 2.77065 1.20446 4.89030  -0.77
C 4.06891 0.75557 5.02994  -0.49
C 4.78544 0.36258 3.90779  -0.89
C 4.18663 0.41055 2.66458  -0.32
C 2.86656 0.84333 2.49042  -0.86
P 2.18601 0.75340 0.77265  0.82
C 2.28652 -1.05222 0.47338  0.43
C 2.38731 -1.98669 1.49959  -0.69
C 2.44039 -3.34318 1.20920  -0.72
C 2.37817 -3.78498 -0.10219  -0.41
C 2.23649 -2.86092 -1.12969  -1.08
C 2.18659 -1.50721 -0.84111  -0.26
C 3.60437 1.43600 -0.16440  0.59
C 3.68740 2.82412 -0.25067  -0.44
C 4.78183 3.42646 -0.85027  -0.61
C 5.79660 2.64623 -1.38568  -0.56
C 5.70669 1.26289 -1.33006  -0.78
C 4.61705 0.65702 -0.72134  -0.03
H 2.20162 1.52691 5.75112  0.47
H 4.52183 0.71438 6.01149  0.40
H 5.80736 0.02039 3.99969  0.44
H 4.75345 0.10321 1.79572  0.39
H 2.42445 -1.66341 2.53101  0.42
H 2.53131 -4.05708 2.01884  0.46
H 2.44481 -4.84311 -0.32513  0.46
H 2.17184 -3.19358 -2.15823  0.49
H 2.08913 -0.79082 -1.64481  0.38
H 2.88820 3.43492 0.14849  0.07
H 4.84126 4.50578 -0.90119  0.45
H 6.65372 3.11541 -1.85031  0.39
H 6.48967 0.65043 -1.75795  0.43
H 4.55446 -0.42265 -0.68337  0.50
C -1.57714 0.58815 -3.25443  -1.47
Si -0.21486 1.47380 -2.24807  1.41
C 1.35542 1.08983 -3.23908  -1.35
C -0.48263 3.34035 -2.50090  0.20
C -0.59093 3.82415 -3.81163  -0.72
C -0.69406 5.17883 -4.07903  -0.78
C -0.69159 6.08794 -3.02778  -0.75
C -0.60734 5.62533 -1.72558  -0.34
C -0.50650 4.25743 -1.43887  0.23
Si -0.50624 3.70387 0.37615  1.55
C 0.88498 4.56379 1.35209  -1.49
C -2.07638 4.58452 1.05625  -1.80
H -1.24109 0.43818 -4.28341  0.51
H -2.49646 1.17632 -3.30300  0.39
H -1.81219 -0.39696 -2.84421  0.23
H 1.29671 1.61041 -4.19799  0.55
H 1.44376 0.02242 -3.45282  0.32
H 2.26590 1.42711 -2.73761  0.23
H -0.59170 3.12559 -4.64324  0.36
H -0.76970 5.52820 -5.10126  0.41
H -0.75987 7.15049 -3.22519  0.42
H -0.62666 6.34444 -0.91176  0.35
H 1.53724 5.14187 0.69317  0.52
H 1.50045 3.85367 1.90333  0.26
H 0.45871 5.25279 2.08327  0.45
H -1.79277 5.58172 1.40030  0.53
H -2.53885 4.08456 1.91170  0.41
H -2.83257 4.72660 0.28119  0.46
C -5.46476 -0.35843 -0.40689  -0.97
C -3.91791 -0.32354 -0.42514  0.32
N -3.44487 0.96980 0.06009  0.56
C -4.05352 2.04008 -0.72541  0.67
C -5.57292 2.10129 -0.44552  -0.99
N -5.92897 0.86582 0.33025  0.03
C -5.29037 0.90977 1.68822  -0.82
C -3.77327 1.11526 1.47325  -0.03
H -5.85322 -1.23057 0.11618  0.38
H -5.89935 -0.32087 -1.40465  0.35
H -3.54506 -0.47941 -1.43512  0.04
H -3.49795 -1.10910 0.20132  -0.10
H -3.85872 1.84216 -1.77725  0.16
H -3.58092 2.98548 -0.47256  -0.81
H -6.16929 2.10736 -1.35625  0.40
H -5.84931 2.96088 0.16347  0.36
H -6.93961 0.82562 0.44041  0.29
H -5.51441 -0.03357 2.18360  0.29
H -5.74820 1.72188 2.25026  0.39
H -3.20033 0.37700 2.03468  0.49
H -3.45624 2.10307 1.80169  -0.11
C -0.45601 -5.33352 2.75168  -1.08
N -0.54161 -5.47309 1.31487  0.46
C -0.86374 -4.48243 0.44660  -0.49
Se -1.25737 -2.74115 0.81434  -0.43
N -0.80070 -5.02436 -0.79536  0.28
C -0.45105 -6.36638 -0.73476  0.44
C -0.27758 -7.33583 -1.70658  -0.99
C 0.06641 -8.60804 -1.27263  -0.47
C 0.22999 -8.89472 0.08319  -0.65
C 0.05359 -7.92054 1.05528  -0.67
C -0.28997 -6.65252 0.61853  0.79
H -0.53499 -4.27703 2.99472  0.28
H 0.50020 -5.72255 3.10134  0.37
H -1.26590 -5.87847 3.23781  0.35
H -0.96464 -4.47334 -1.61952  0.25
H -0.40733 -7.11383 -2.75729  0.42
H 0.20799 -9.39557 -1.99985  0.40
H 0.49895 -9.89811 0.38323  0.40
H 0.17538 -8.14430 2.10640  0.43

Force components x, y, z for each atom (eV/Å):
Sn -0.14 0.01 0.02
Cl -0.10 -0.02 0.02
C 0.14 -0.08 -0.05
C -0.02 0.02 0.04
C 0.02 -0.01 -0.02
C 0.02 -0.01 -0.01
C 0.00 0.06 -0.02
C -0.07 0.07 -0.01
P 0.34 -0.24 0.27
C -0.01 -0.02 0.00
C 0.01 0.07 -0.01
C -0.02 -0.04 0.03
C 0.03 0.03 -0.03
C -0.01 0.00 0.03
C -0.02 0.02 0.01
C -0.10 0.01 -0.05
C -0.06 -0.03 -0.05
C 0.00 0.03 -0.01
C -0.01 -0.01 0.00
C 0.00 -0.01 -0.01
C -0.07 0.00 0.01
H -0.01 0.00 -0.01
H 0.00 0.03 0.00
H 0.00 -0.01 0.00
H 0.01 -0.02 0.01
H 0.03 -0.01 0.01
H 0.02 0.01 0.00
H -0.04 -0.01 0.00
H 0.02 0.00 -0.01
H 0.00 0.01 -0.04
H 0.01 0.02 0.03
H -0.01 0.00 -0.01
H -0.01 0.00 -0.01
H 0.00 0.00 0.00
H 0.04 -0.01 0.02
C 0.01 0.01 0.09
Si 0.00 0.12 -0.23
C 0.04 -0.03 0.21
C 0.01 -0.05 0.00
C -0.03 0.01 0.01
C 0.00 -0.03 -0.02
C 0.00 0.01 0.03
C -0.02 0.00 -0.01
C 0.08 0.01 0.05
Si -0.10 0.18 0.04
C 0.05 -0.08 -0.09
C 0.02 -0.20 0.03
H -0.01 0.03 -0.02
H -0.02 -0.01 0.02
H 0.04 -0.01 0.00
H -0.04 0.02 0.00
H 0.02 0.00 -0.01
H 0.00 -0.03 -0.02
H 0.02 0.01 -0.02
H 0.00 0.00 0.00
H 0.00 0.00 -0.01
H 0.02 0.01 -0.01
H -0.04 0.02 -0.02
H 0.05 0.03 0.00
H 0.00 0.01 0.01
H 0.01 0.02 -0.03
H 0.04 0.00 0.02
H -0.02 -0.02 0.01
C 0.10 -0.13 -0.08
C 0.08 0.07 0.05
N -0.18 0.09 -0.21
C 0.04 -0.09 0.10
C 0.08 0.14 -0.12
N -0.07 -0.01 0.02
C 0.14 0.02 0.17
C 0.08 -0.05 -0.09
H -0.05 0.03 0.02
H -0.04 0.04 0.02
H -0.03 -0.01 -0.02
H 0.02 -0.03 0.00
H -0.02 0.01 -0.02
H -0.02 0.02 0.01
H -0.03 -0.03 0.02
H -0.04 -0.04 0.04
H 0.01 -0.01 0.00
H -0.05 -0.01 -0.04
H -0.05 0.00 -0.04
H 0.00 0.02 0.03
H -0.02 0.02 0.01
C -0.03 -0.01 0.05
N 0.02 0.00 -0.05
C 0.00 -0.14 -0.01
Se -0.08 0.23 -0.02
N -0.02 -0.09 0.00
C -0.01 0.03 0.00
C 0.01 0.01 -0.02
C 0.00 0.01 0.01
C 0.01 0.00 0.01
C 0.01 0.01 0.02
C 0.03 0.01 0.00
H 0.01 0.00 -0.01
H 0.00 0.00 -0.01
H 0.00 -0.01 -0.01
H -0.02 0.02 0.02
H 0.00 -0.01 0.00
H 0.01 0.01 -0.01
H -0.01 0.00 0.00
H 0.00 -0.01 0.00

Which of these has the highest strongest force on any atom?
C42H51BrN6O8P2W

Which value of net charge does entry 1 give?
+2

What is the strongest force on any atom in the second record?
0.5 eV/A